33
Properties=species:S:1:pos:R:3:forces:R:3 method="wB97M-V/def2-TZVPD" total_charge=+2 multiplicity=2 orbital_gap_ev="5.13 / 5.27" s_squared=1.002 homo_energy_ev="-15.12 / -15.12"
C 0.370429 0.591658 3.435672 0.94 0.35 0.81
O -0.949213 0.615224 2.835339 0.79 -1.04 -0.99
C -0.824586 0.616938 1.420145 -0.72 1.45 0.69
C -1.347530 -0.700534 0.731232 -0.55 1.39 -1.16
C -1.288970 -0.413460 -0.893240 1.91 1.19 1.43
C 0.141197 -0.045263 -1.381102 2.46 0.31 -1.29
C 1.342851 -0.857988 -1.077778 0.53 0.86 -0.90
C 2.680460 -0.517230 -1.568418 -2.11 1.04 -0.29
C 2.859760 0.663954 -2.419054 -1.79 -0.73 0.89
C 1.709228 1.500274 -2.742381 0.03 -2.33 1.43
C 0.370075 1.150928 -2.229861 0.54 -0.02 -0.27
C -0.791106 2.130055 -2.656877 0.81 -0.07 0.58
O -0.599114 -1.914639 1.063723 -1.58 -0.14 -0.45
C -0.972301 -2.465336 2.373800 0.77 -0.06 2.17
H 0.775976 1.646120 3.419479 -0.30 -1.17 0.13
H 1.099727 -0.081243 2.896675 -0.85 0.60 0.30
H 0.324051 0.220888 4.497840 -0.32 0.55 -1.12
H -1.481217 1.457430 1.037604 0.55 -0.99 0.19
H 0.228357 0.891108 1.157639 -0.86 -0.78 -0.37
H -2.473363 -0.866499 0.984846 1.37 0.23 0.30
H -1.792234 -1.249012 -1.529777 0.10 0.81 -0.42
H -1.910287 0.516695 -1.030032 0.12 -1.37 -0.09
H 1.289213 -1.796310 -0.461842 -0.08 1.10 -0.60
H 3.538269 -1.176001 -1.277013 -0.94 0.81 -0.43
H 3.883475 0.878485 -2.800939 -1.06 -0.01 0.29
H 1.858218 2.383197 -3.403607 -0.34 -0.78 0.71
H -1.307973 1.798501 -3.594290 0.30 0.16 0.97
H -0.360977 3.152425 -2.858932 -0.40 -1.14 0.20
H -1.496668 2.268691 -1.792884 0.35 -0.08 -1.01
H -1.786022 -1.861521 2.867705 0.71 -0.66 -0.78
H -1.197931 -3.563205 2.314672 0.05 0.95 -0.30
H -0.063980 -2.368964 3.036695 -0.95 -0.12 -0.75
V -1.827812 -2.605366 -0.355038 0.55 -0.31 0.14